No. 1
DFT (the ωB97M-V functional and the def2-TZVPD basis) results for a cluster of 3 separate species, C4H11N5 in total.

As for the LUMO energy: -6.8 eV. The HOMO-LUMO gap comes out at 8.435 eV. The calculation puts the total energy at -11755.1470 eV. The calculation puts the HOMO energy at -0.559 hartree.

Structure (ORCA input):
```
! RIJCOSX wB97M-V def2-TZVPD def2/J DEFGRID3
* xyz 2 1
C -15.32 -0.72 -0.89
C -14.33 0.77 1.10
C 12.39 1.17 -0.13
C 13.98 -1.44 0.21
N -15.98 0.40 -0.60
N -14.04 -0.70 -0.66
N -13.49 0.04 0.09
N -15.46 1.20 0.31
N 12.50 2.09 -0.79
H -15.70 -1.43 -1.46
H -14.69 -0.07 1.75
H -13.81 1.52 1.46
H -16.96 0.55 -0.80
H 14.27 -2.29 -0.46
H 12.32 0.39 0.59
H 13.00 -1.81 0.29
H 13.97 -0.58 -0.41
H 14.46 -1.53 1.07
H -15.87 2.11 0.41
H 12.40 2.81 -1.50
*
```


No. 2
DFT (the ωB97M-V functional and the def2-TZVPD basis) results for an isolated molecule of C24H31FN4O2.

The SMILES is Cc1ccc(CN2CCN(Cc3c(C)nn(-c4ccc(F)cc4)c3C)C[C@@H]2CCO)o1. As for the LUMO energy: 0.7 eV. The HOMO-LUMO gap comes out at 8.972 eV. The calculation puts the total energy at -38163.3691 eV. The calculation puts the HOMO energy at -0.304 hartree.

Structure (ORCA input):
```
! RIJCOSX wB97M-V def2-TZVPD def2/J DEFGRID3
* xyz 0 1
C -7.29 -1.29 0.54
C -6.45 -0.62 -0.48
C -6.61 -0.41 -1.82
C -5.45 0.26 -2.27
C -4.65 0.44 -1.18
C -3.30 1.05 -1.04
N -2.32 0.03 -0.67
C -1.03 0.15 -1.32
C -0.12 1.19 -0.65
N 0.05 0.83 0.74
C 1.02 1.69 1.41
C 2.39 1.50 0.84
C 3.22 2.47 0.23
C 2.95 3.92 0.03
N 4.35 1.91 -0.16
N 4.28 0.62 0.18
C 5.36 -0.21 -0.15
C 5.72 -1.30 0.64
C 6.80 -2.09 0.29
C 7.52 -1.77 -0.85
F 8.58 -2.54 -1.19
C 7.20 -0.67 -1.63
C 6.12 0.10 -1.28
C 3.10 0.32 0.78
C 2.65 -1.03 1.20
C -1.23 0.84 1.41
C -2.20 -0.17 0.76
C -1.76 -1.61 1.08
C -2.68 -2.65 0.42
O -3.98 -2.64 0.96
O -5.26 -0.10 -0.09
H -8.24 -1.57 0.10
H -6.79 -2.19 0.91
H -7.47 -0.63 1.39
H -7.46 -0.71 -2.41
H -5.24 0.58 -3.27
H -3.03 1.48 -2.00
H -3.34 1.87 -0.30
H -1.18 0.40 -2.37
H -0.54 -0.82 -1.26
H 0.86 1.19 -1.14
H -0.56 2.20 -0.76
H 1.02 1.42 2.47
H 0.73 2.76 1.34
H 3.80 4.37 -0.49
H 2.05 4.06 -0.56
H 2.82 4.42 0.99
H 5.18 -1.53 1.55
H 7.09 -2.94 0.89
H 7.79 -0.44 -2.50
H 5.84 0.97 -1.85
H 3.02 -1.79 0.52
H 1.56 -1.03 1.19
H 2.98 -1.27 2.21
H -1.09 0.58 2.46
H -1.69 1.85 1.38
H -3.19 -0.01 1.20
H -0.74 -1.77 0.73
H -1.78 -1.75 2.16
H -2.71 -2.48 -0.66
H -2.29 -3.65 0.61
H -4.38 -1.78 0.75
*
```


No. 3
DFT (the ωB97M-V functional and the def2-TZVPD basis) results for a cluster of 2 separate species, CH4IOP in total.

The SMILES is O=P.CI. As for the LUMO energy: -0.9 eV. The HOMO-LUMO gap comes out at 8.196 eV. The calculation puts the total energy at -20537.4020 eV. The calculation puts the HOMO energy at -0.335 hartree.

Structure (ORCA input):
```
! RIJCOSX wB97M-V def2-TZVPD def2/J DEFGRID3
* xyz 0 1
O 0.64 1.38 1.82
P 1.72 2.14 1.25
H 1.95 1.37 -0.05
C -1.14 -0.92 -0.63
I 0.93 -1.50 -0.41
H -0.98 -0.01 -1.12
H -1.66 -1.66 -1.19
H -1.46 -0.79 0.34
*
```


No. 4
DFT (the ωB97M-V functional and the def2-TZVPD basis) results for an isolated molecule of C7H12Br2O.

The SMILES is C[C@@H](Br)C[C@H]1COC[C@H]1Br. As for the LUMO energy: 0.7 eV. The HOMO-LUMO gap comes out at 10.598 eV. The calculation puts the total energy at -149585.9336 eV. The calculation puts the HOMO energy at -0.365 hartree.

Structure (ORCA input):
```
! RIJCOSX wB97M-V def2-TZVPD def2/J DEFGRID3
* xyz 0 1
C -0.68 2.37 0.63
C -0.07 2.04 -0.72
Br 1.85 2.51 -0.79
C -0.29 0.61 -1.23
C 0.37 -0.59 -0.53
C 1.10 -0.51 0.82
O 1.41 -1.87 1.10
C 0.30 -2.66 0.70
C -0.54 -1.81 -0.26
Br -2.25 -1.33 0.57
H -0.18 3.21 1.11
H -0.66 1.52 1.31
H -1.73 2.64 0.49
H -0.48 2.70 -1.47
H 0.01 0.60 -2.27
H -1.38 0.48 -1.23
H 1.12 -0.99 -1.21
H 0.47 -0.09 1.61
H 2.03 0.05 0.77
H -0.28 -2.98 1.57
H 0.69 -3.56 0.21
H -0.82 -2.34 -1.16
*
```


No. 5
DFT (the ωB97M-V functional and the def2-TZVPD basis) results for an isolated molecule of C4H4O2.

The SMILES is O=CC#CCO. As for the LUMO energy: -0.4 eV. The HOMO-LUMO gap comes out at 9.788 eV. The calculation puts the total energy at -8303.2736 eV. The calculation puts the HOMO energy at -0.373 hartree.

Structure (ORCA input):
```
! RIJCOSX wB97M-V def2-TZVPD def2/J DEFGRID3
* xyz 0 1
O 2.21 0.79 0.48
C 2.01 -0.11 -0.31
C 0.70 -0.42 -0.80
C -0.51 -0.63 -0.81
C -1.26 0.39 0.03
O -1.95 -0.20 1.09
H 2.79 -0.78 -0.69
H -0.46 1.06 0.38
H -1.92 0.98 -0.61
H -1.60 -1.08 1.23
*
```


No. 6
DFT (the ωB97M-V functional and the def2-TZVPD basis) results for a structure of composition C27H28B2BrF4N5O6PbSe.

As for the LUMO energy: 0.2 eV. The HOMO-LUMO gap comes out at 8.227 eV. The calculation puts the total energy at -201054.0814 eV. The calculation puts the HOMO energy at -0.297 hartree.

Structure (ORCA input):
```
! RIJCOSX wB97M-V def2-TZVPD def2/J DEFGRID3
* xyz 0 1
Pb -0.10 -0.23 -0.66
C 0.21 -1.32 -5.30
C 0.04 -1.29 -3.81
N -0.21 -0.23 -3.15
O -0.40 0.91 -3.84
B -0.80 2.05 -2.95
F -0.86 3.17 -3.74
F 0.14 2.13 -1.89
O -2.15 1.89 -2.32
N -2.18 0.85 -1.46
C -3.30 0.52 -0.96
C -4.57 1.28 -1.20
C -3.33 -0.78 -0.20
N -2.22 -1.40 -0.13
O -2.26 -2.67 0.34
B -0.93 -3.35 0.30
F 0.00 -2.49 0.94
F -1.08 -4.56 0.90
O -0.41 -3.61 -1.09
N -0.29 -2.48 -1.80
C 0.07 -2.58 -3.02
C 0.43 -3.87 -3.68
C -4.62 -1.36 0.30
H 0.12 -0.32 -5.70
H -0.55 -1.96 -5.76
H 1.18 -1.73 -5.57
H -4.38 2.10 -1.89
H -4.94 1.68 -0.26
H -5.34 0.63 -1.62
H 0.35 -4.68 -2.96
H 1.45 -3.83 -4.06
H -0.23 -4.08 -4.53
H -5.29 -0.57 0.64
H -4.41 -2.05 1.11
H -5.12 -1.92 -0.49
C 2.81 -2.88 1.28
C 2.28 -1.54 1.77
O 2.18 -0.61 0.99
C 1.89 -1.42 3.20
C 2.49 -2.25 4.15
C 2.10 -2.25 5.48
C 1.05 -1.43 5.87
C 0.45 -0.59 4.95
C 0.87 -0.56 3.62
O 0.18 0.26 2.80
H 2.68 -2.92 0.21
H 2.29 -3.71 1.76
H 3.88 -2.96 1.51
H 3.29 -2.90 3.84
H 2.60 -2.89 6.19
H 0.71 -1.43 6.90
H -0.36 0.07 5.23
Br 2.16 4.02 0.11
C 3.07 2.81 -1.05
C 3.94 3.33 -2.00
C 4.58 2.43 -2.83
C 4.34 1.07 -2.66
C 3.47 0.67 -1.67
N 2.83 1.54 -0.87
H 4.10 4.40 -2.08
H 5.26 2.78 -3.59
H 4.82 0.34 -3.30
H 3.27 -0.38 -1.48
Se 1.00 1.61 1.87
C -0.41 2.82 2.31
C -1.24 3.28 1.29
C -2.32 4.10 1.60
C -2.58 4.45 2.92
C -1.73 4.00 3.94
C -0.64 3.19 3.63
H -1.03 3.03 0.26
H -2.96 4.47 0.81
H -3.43 5.07 3.17
H -1.92 4.28 4.96
H 0.02 2.85 4.41
*
```


No. 7
DFT (the ωB97M-V functional and the def2-TZVPD basis) results for a cluster of 2 separate species, C5H13N6O in total.

As for the LUMO energy: -3.0 eV. The HOMO-LUMO gap comes out at 8.087 eV. The calculation puts the total energy at -16375.6842 eV. The calculation puts the HOMO energy at -0.409 hartree.

Structure (ORCA input):
```
! RIJCOSX wB97M-V def2-TZVPD def2/J DEFGRID3
* xyz 1 1
C -0.11 1.31 0.72
C -1.62 -0.53 1.08
C 0.69 -0.83 0.79
C 1.24 1.03 -2.33
C 0.81 -0.94 -1.26
N 0.85 0.54 0.90
N -1.49 0.74 0.64
N -0.60 -1.31 1.15
N -0.07 2.66 0.75
N -2.80 -1.04 1.23
N 1.78 -1.48 1.36
O 0.23 0.21 -1.71
H 1.84 1.33 -1.41
H 0.69 1.74 -2.87
H 1.63 0.40 -3.12
H 0.27 -1.87 -1.46
H 1.80 -1.19 -1.57
H -2.29 1.25 0.19
H -0.72 -2.17 1.62
H 0.82 3.04 0.47
H -0.86 3.08 0.10
H -3.79 -0.58 1.22
H -2.70 -2.07 1.24
H 1.87 -2.46 1.07
H 2.52 -0.87 1.18
*
```


No. 8
DFT (the ωB97M-V functional and the def2-TZVPD basis) results for a cluster of 2 separate species, C4H5N2O3S in total.

As for the LUMO energy (spin up / spin down): -6.1 / -6.1 eV. The HOMO-LUMO gap (spin up / spin down) comes out at 7.952 / 7.952 eV. The calculation puts the total energy at -24174.2408 eV. The calculation puts the HOMO energy (spin up / spin down) at -0.515 / -0.515 hartree.

Structure (ORCA input):
```
! RIJCOSX wB97M-V def2-TZVPD def2/J DEFGRID3
* xyz 1 1
C 0.78 1.14 2.01
C 1.05 1.59 0.72
C -0.91 -0.34 3.04
C -0.35 -1.55 -2.64
N -0.14 0.28 2.34
N 0.43 0.97 -0.23
O -1.18 -0.52 -0.52
O 0.36 1.30 -1.41
O -1.60 -1.02 3.63
S -1.30 -0.25 -1.89
H 1.39 1.73 2.85
H 1.68 2.35 0.40
H 0.60 -1.25 -3.19
H 0.15 -2.24 -1.93
H -0.95 -2.19 -3.19
*
```